Molecular formula: C66H145N2O40P9
Method: DFT, ωB97M-V with the def2-TZVPD basis set

Computed properties:
SMILES = O=[N+]([O-])c1ccccc1.O=[N+]([O-])c1ccccc1.CCOP(=O)(OCC)OCC.CCOP(=O)(OCC)OCC.CCOP(=O)(OCC)OCC.CCOP(=O)(OCC)OCC.CCOP(=O)(OCC)OCC.CCOP(=O)(OCC)OCC.CCOP(=O)(OCC)OCC.CCOP(=O)(OCC)OCC.CCOP(=O)(OCC)OCC
strongest force on any atom = 3.7 eV/A
DFT total energy = -239289.7640 eV
net charge = 0
energy relative to the best compared isomer or geometry (same formula, charge and spin) = 0.0 kcal/mol
frontier orbital gap = 9.23 eV

Atoms and positions in Å:
O 22.464 15.622 15.088
N 22.406 16.845 15.269
O 22.984 17.432 16.155
C 21.320 17.643 14.528
C 20.706 17.083 13.382
C 19.802 17.907 12.720
C 19.557 19.256 13.009
C 20.269 19.771 14.112
C 21.125 18.949 14.902
H 20.928 16.047 12.952
H 19.274 17.393 11.937
H 18.829 19.866 12.520
H 20.180 20.801 14.446
H 21.587 19.442 15.753
O 15.795 17.805 11.679
N 15.349 17.258 12.677
O 15.153 17.843 13.730
C 14.901 15.827 12.558
C 15.020 15.088 11.394
C 14.727 13.744 11.509
C 14.202 13.158 12.648
C 14.076 13.960 13.789
C 14.453 15.291 13.766
H 15.487 15.567 10.475
H 14.682 13.108 10.592
H 13.776 12.193 12.569
H 13.717 13.479 14.693
H 14.267 15.903 14.642
C 19.422 9.032 17.128
C 19.060 10.466 17.284
O 17.700 10.633 16.748
P 17.321 12.143 16.240
O 15.904 12.263 15.815
O 17.632 12.937 17.573
C 17.392 14.371 17.489
C 16.731 14.928 18.669
O 18.419 12.572 15.212
C 17.989 12.449 13.776
C 19.232 12.160 12.886
H 19.355 8.742 16.084
H 20.325 8.747 17.641
H 18.630 8.398 17.583
H 19.132 10.687 18.381
H 19.728 11.065 16.630
H 18.382 14.778 17.312
H 16.783 14.615 16.576
H 16.401 15.937 18.409
H 15.898 14.330 19.050
H 17.387 14.969 19.523
H 17.123 11.756 13.631
H 17.542 13.417 13.524
H 19.998 12.887 13.020
H 19.694 11.173 13.138
H 18.878 12.171 11.890
C 17.311 27.155 12.039
C 18.651 27.370 12.764
O 18.553 27.031 14.184
P 19.397 27.747 15.270
O 19.478 29.237 15.136
O 18.712 27.258 16.636
C 18.527 28.206 17.660
C 17.103 28.076 18.211
O 20.730 26.997 15.206
C 21.904 27.402 15.841
C 22.646 28.586 15.217
H 17.127 26.131 12.000
H 16.497 27.654 12.527
H 17.429 27.563 11.023
H 19.359 26.692 12.351
H 18.996 28.409 12.789
H 19.208 28.038 18.472
H 18.613 29.193 17.235
H 17.142 28.412 19.208
H 16.395 28.548 17.526
H 16.997 26.984 18.244
H 21.810 27.683 16.870
H 22.643 26.604 15.781
H 22.901 28.396 14.221
H 22.063 29.461 15.411
H 23.569 28.706 15.785
C 13.188 20.892 25.380
C 12.481 21.437 24.089
O 13.141 22.686 23.786
P 12.423 23.924 23.096
O 10.986 23.927 23.423
O 12.674 23.818 21.543
C 13.963 23.501 20.974
C 13.728 23.376 19.553
O 13.233 25.167 23.562
C 12.751 25.914 24.802
C 13.635 25.615 25.941
H 14.246 20.671 25.129
H 13.078 21.736 26.062
H 12.662 19.977 25.701
H 12.632 20.777 23.225
H 11.388 21.508 24.176
H 14.617 24.336 21.163
H 14.268 22.617 21.483
H 14.591 23.397 18.921
H 13.081 22.507 19.337
H 13.059 24.173 19.274
H 12.724 26.895 24.381
H 11.692 25.696 24.904
H 13.202 26.202 26.793
H 13.603 24.576 26.233
H 14.679 25.994 25.704
C 16.539 30.120 14.121
C 15.381 29.438 14.773
O 15.728 28.033 14.955
P 14.628 26.931 15.120
O 15.183 25.636 15.464
O 13.607 27.541 16.174
C 12.343 26.733 16.317
C 11.468 27.420 17.356
O 13.853 26.992 13.734
C 13.213 25.831 13.054
C 14.184 25.029 12.175
H 16.611 30.086 13.011
H 16.473 31.109 14.592
H 17.425 29.743 14.591
H 15.327 29.862 15.789
H 14.396 29.550 14.287
H 11.744 26.715 15.322
H 12.623 25.728 16.653
H 11.937 27.425 18.361
H 11.231 28.418 17.135
H 10.561 26.823 17.478
H 12.750 25.178 13.783
H 12.446 26.254 12.384
H 14.437 25.597 11.308
H 15.024 24.693 12.758
H 13.562 24.092 11.799
C 20.023 23.744 15.829
C 20.036 22.720 16.953
O 21.297 21.942 17.031
P 22.543 22.673 17.623
O 22.554 24.094 17.479
O 22.802 22.233 19.095
C 22.804 20.863 19.636
C 22.905 20.851 21.118
O 23.683 21.839 16.921
C 23.926 21.682 15.517
C 24.692 20.452 15.273
H 18.980 23.974 15.607
H 20.468 24.609 16.188
H 20.504 23.258 14.942
H 19.789 23.112 17.931
H 19.235 22.008 16.780
H 21.909 20.364 19.299
H 23.706 20.252 19.278
H 22.176 21.477 21.541
H 22.986 19.877 21.476
H 23.826 21.343 21.389
H 22.998 21.557 15.048
H 24.550 22.455 15.121
H 24.174 19.433 15.297
H 25.126 20.576 14.266
H 25.405 20.360 16.044
C 13.529 17.681 16.744
C 12.559 18.215 15.657
O 11.394 18.913 16.255
P 11.652 20.397 16.735
O 12.585 21.091 15.822
O 10.172 20.938 16.833
C 9.992 22.370 16.527
C 10.759 23.165 17.572
O 12.119 20.407 18.228
C 11.278 19.873 19.256
C 12.167 19.823 20.454
H 14.509 17.633 16.213
H 13.557 18.459 17.480
H 13.142 16.745 17.086
H 13.222 18.871 15.062
H 12.060 17.518 14.946
H 10.376 22.572 15.553
H 8.949 22.587 16.572
H 10.411 22.895 18.580
H 11.889 23.012 17.490
H 10.498 24.216 17.449
H 10.483 20.493 19.503
H 10.771 18.911 18.933
H 11.791 19.317 21.346
H 13.054 19.277 20.094
H 12.534 20.831 20.740
C 15.085 17.257 21.109
C 16.380 17.832 21.581
O 16.980 17.034 22.598
P 18.255 17.673 23.306
O 19.004 16.685 24.063
O 17.705 19.024 24.078
C 16.928 18.748 25.312
C 16.987 19.909 26.205
O 18.946 18.330 22.072
C 20.425 18.459 21.941
C 20.736 17.789 20.604
H 14.999 16.203 20.696
H 14.359 17.231 21.967
H 14.788 18.026 20.385
H 17.100 17.905 20.794
H 16.203 18.829 21.903
H 15.930 18.283 25.067
H 17.455 17.880 25.783
H 16.277 19.585 27.024
H 17.944 20.057 26.763
H 16.612 20.811 25.707
H 20.458 19.537 21.992
H 20.991 17.952 22.744
H 21.822 17.600 20.508
H 20.195 16.806 20.701
H 20.246 18.223 19.777
C 20.946 19.639 26.002
C 20.267 20.768 25.315
O 20.310 21.996 26.123
P 19.756 23.331 25.543
O 19.940 24.468 26.491
O 20.472 23.481 24.162
C 21.459 24.528 24.058
C 22.789 23.935 24.180
O 18.310 22.863 25.120
C 17.437 23.869 24.582
C 16.152 23.235 24.176
H 20.559 19.244 26.966
H 20.676 18.816 25.333
H 22.050 19.689 26.080
H 20.768 21.072 24.422
H 19.220 20.500 25.054
H 21.322 24.896 23.055
H 21.170 25.246 24.802
H 22.881 23.489 25.173
H 22.914 23.144 23.342
H 23.666 24.593 24.047
H 17.256 24.707 25.200
H 17.833 24.256 23.665
H 15.523 23.946 23.704
H 16.175 22.386 23.499
H 15.590 22.869 25.006
C 17.887 18.158 16.187
C 18.529 18.967 17.248
O 17.557 19.076 18.406
P 17.190 20.448 18.997
O 16.154 20.382 20.034
O 18.567 21.057 19.598
C 18.656 21.661 20.944
C 18.449 23.230 20.825
O 16.980 21.443 17.729
C 15.725 21.326 16.962
C 15.748 22.656 16.157
H 17.208 18.794 15.597
H 18.756 17.814 15.595
H 17.375 17.288 16.586
H 19.459 18.512 17.682
H 18.775 19.991 17.022
H 17.953 21.226 21.590
H 19.657 21.513 21.248
H 18.566 23.594 21.817
H 19.100 23.738 20.104
H 17.414 23.334 20.424
H 15.810 20.535 16.208
H 14.939 21.156 17.643
H 15.115 22.641 15.300
H 15.489 23.524 16.731
H 16.788 22.760 15.849

Results of the Mulliken charge analysis, in e, for atoms 1 through 4: number 1, O, carries -0.605; number 2, N, carries 1.075; number 3, O, carries -0.584; number 4, C, carries 0.128